{
  "formula": "C12H16N2",
  "method": "wB97M-V/def2-TZVPD",
  "homo_lumo_gap_ev": [8.2, 4.2],
  "s_squared": 0.76,
  "total_charge": 1,
  "homo_ha": [-0.43262, -0.43110],
  "lumo_ev": [-3.56, -7.49],
  "relative_energy_kcal_mol": 11.4,
  "multiplicity": 2,
  "total_energy_ev": -15675.1279,
  "elements": ["C", "C", "C", "C", "C", "C", "C", "C", "H", "H", "H", "H", "H", "H", "H", "H", "H", "H", "C", "C", "C", "C", "N", "N", "H", "H", "H", "H", "H", "H"],
  "positions_angstrom": [[-0.727, -0.592, -1.938], [0.046, -1.077, -3.201], [-0.162, 0.607, -1.253], [0.998, 0.487, -0.482], [-0.651, 1.903, -1.445], [1.717, 1.582, -0.050], [0.070, 2.983, -1.018], [1.189, 2.855, -0.180], [-1.758, -0.495, -2.268], [-0.807, -1.428, -1.221], [-0.418, -0.609, -4.056], [1.320, -0.511, -0.213], [-1.573, 2.041, -1.993], [2.540, 1.352, 0.615], [-0.209, 4.001, -1.256], [1.618, 3.747, 0.247], [-0.096, -2.152, -3.279], [1.114, -0.947, -3.055], [0.716, -2.569, 1.613], [-1.431, -1.254, 2.102], [0.003, -1.354, 1.944], [-0.405, 0.506, 2.854], [-1.648, -0.098, 2.663], [0.548, -0.189, 2.312], [-2.243, -1.897, 1.793], [-2.542, 0.333, 2.862], [0.206, -3.312, 1.009], [1.067, -2.990, 2.573], [-0.171, 1.510, 3.175], [1.690, -2.433, 1.144]],
  "mulliken_charge": [-0.781, -1.154, 0.525, -0.341, -0.496, -0.631, -0.439, -0.545, 0.495, 0.082, 0.313, 0.693, 0.401, 0.370, 0.380, 0.441, 0.336, 0.360, -1.205, -0.194, 0.692, -0.278, -0.004, -0.264, 0.447, 0.250, 0.380, 0.361, 0.438, 0.366]
}

***

{
  "formula": "C2H5BrN2O",
  "method": "wB97M-V/def2-TZVPD",
  "homo_lumo_gap_ev": [8.7, 6.8],
  "total_charge": 0,
  "homo_ha": [-0.36072, -0.33738],
  "lumo_ev": [-1.13, -2.39],
  "relative_energy_kcal_mol": 68.7,
  "total_energy_ev": -77221.5841,
  "elements": ["C", "C", "N", "N", "O", "Br", "H", "H", "H", "H", "H"],
  "positions_angstrom": [[0.628, -0.612, -0.003], [-0.588, -1.118, 0.893], [-0.476, 1.436, -0.335], [0.171, 0.432, -0.760], [1.627, -1.253, -0.138], [2.691, 0.990, -1.967], [-1.206, -0.537, 1.494], [-1.342, -1.460, 0.132], [-0.339, -2.107, 1.467], [-0.966, 1.994, -1.086], [-0.201, 2.234, 0.303]],
  "mulliken_charge": [0.620, -1.022, -0.320, -0.168, -0.483, -0.150, 0.402, 0.305, 0.276, 0.285, 0.255]
}

***

{
  "formula": "C2H2N2O2",
  "method": "wB97M-V/def2-TZVPD",
  "homo_lumo_gap_ev": 9.3,
  "total_charge": 0,
  "smiles": "N#[N+][O-].C=C=O",
  "homo_ha": -0.33731,
  "lumo_ev": 0.11,
  "relative_energy_kcal_mol": 106.1,
  "total_energy_ev": -9177.1873,
  "elements": ["N", "N", "O", "C", "C", "O", "H", "H"],
  "positions_angstrom": [[0.742, -1.165, 0.994], [1.557, -0.725, 0.426], [2.283, -0.033, -0.135], [-1.306, 0.141, -0.418], [-0.393, 0.818, 0.237], [0.289, 1.746, 0.394], [-1.941, -0.565, 0.044], [-1.232, -0.219, -1.540]],
  "mulliken_charge": [-0.323, 0.869, -0.543, -0.745, 0.538, -0.343, 0.302, 0.245]
}

***

{
  "formula": "C24H24N2O6S",
  "method": "wB97M-V/def2-TZVPD",
  "homo_lumo_gap_ev": 8.5,
  "total_charge": 0,
  "smiles": "CCOC(=O)c1ccc(CN(Cc2ccc(C)cc2)S(=O)(=O)c2cccc([N+](=O)[O-])c2)cc1",
  "homo_ha": -0.34253,
  "lumo_ev": -0.80,
  "relative_energy_kcal_mol": 89.4,
  "total_energy_ev": -51375.7470,
  "elements": ["C", "C", "O", "C", "O", "C", "C", "C", "C", "C", "N", "C", "C", "C", "C", "C", "C", "C", "C", "S", "O", "O", "C", "C", "C", "C", "C", "N", "O", "O", "C", "C", "C", "H", "H", "H", "H", "H", "H", "H", "H", "H", "H", "H", "H", "H", "H", "H", "H", "H", "H", "H", "H", "H", "H", "H", "H"],
  "positions_angstrom": [[3.623, -4.022, 3.060], [3.740, -2.533, 3.346], [2.976, -1.754, 2.422], [3.536, -1.517, 1.229], [4.631, -1.903, 0.907], [2.657, -0.694, 0.358], [1.639, 0.097, 0.883], [0.862, 0.869, 0.041], [1.072, 0.846, -1.334], [0.196, 1.675, -2.231], [-1.201, 1.354, -2.004], [-2.159, 2.440, -2.070], [-2.043, 3.321, -0.855], [-2.201, 2.781, 0.418], [-2.062, 3.572, 1.541], [-1.765, 4.927, 1.428], [-1.631, 5.776, 2.654], [-1.610, 5.463, 0.158], [-1.742, 4.669, -0.970], [-1.673, -0.174, -2.453], [-0.697, -0.755, -3.323], [-3.048, -0.134, -2.859], [-1.624, -1.041, -0.876], [-2.671, -0.851, 0.008], [-2.647, -1.462, 1.254], [-1.581, -2.273, 1.600], [-0.553, -2.476, 0.687], [0.537, -3.359, 1.037], [0.454, -3.955, 2.089], [1.456, -3.454, 0.258], [-0.562, -1.860, -0.559], [2.084, 0.050, -1.855], [2.880, -0.706, -1.015], [4.182, -4.580, 3.805], [4.029, -4.240, 2.075], [2.581, -4.330, 3.088], [4.787, -2.216, 3.289], [3.328, -2.285, 4.327], [1.474, 0.114, 1.950], [0.084, 1.500, 0.445], [0.461, 1.499, -3.280], [0.332, 2.735, -1.999], [-2.015, 3.031, -2.984], [-3.144, 1.971, -2.122], [-2.430, 1.730, 0.520], [-2.185, 3.137, 2.522], [-2.603, 5.901, 3.131], [-1.242, 6.760, 2.408], [-0.966, 5.305, 3.375], [-1.379, 6.512, 0.045], [-1.614, 5.108, -1.949], [-3.507, -0.246, -0.305], [-3.458, -1.311, 1.949], [-1.534, -2.765, 2.560], [0.233, -2.026, -1.269], [2.242, 0.021, -2.922], [3.674, -1.325, -1.403]],
  "mulliken_charge": [-0.971, -0.331, -0.277, 0.395, -0.630, 0.594, -0.558, -0.145, 0.815, -1.201, 0.222, -1.226, 0.771, -0.260, -0.601, 0.997, -1.435, -0.803, -0.651, 1.317, -0.701, -0.756, -0.282, -0.501, -0.789, -0.615, -0.469, 1.170, -0.677, -0.579, 0.274, -0.681, -1.218, 0.420, 0.291, 0.170, 0.332, 0.317, 0.525, 0.440, 0.337, 0.522, 0.279, 0.474, 0.270, 0.404, 0.312, 0.351, 0.350, 0.335, 0.382, 0.613, 0.465, 0.529, 0.845, 0.374, 0.467]
}

***

{
  "formula": "C3H3BrCl2",
  "method": "wB97M-V/def2-TZVPD",
  "homo_lumo_gap_ev": [6.5, 6.5],
  "total_charge": 0,
  "homo_ha": [-0.35262, -0.35266],
  "lumo_ev": [-3.06, -3.06],
  "relative_energy_kcal_mol": 84.6,
  "total_energy_ev": -98242.2761,
  "elements": ["C", "C", "C", "Cl", "Cl", "Br", "H", "H", "H"],
  "positions_angstrom": [[0.319, -0.952, 0.181], [0.391, 0.470, 0.502], [0.005, 0.167, -0.852], [-2.091, 0.950, 2.080], [-1.709, 0.424, -1.360], [1.276, 0.855, -2.165], [1.242, -1.442, 0.252], [-0.554, -1.644, 0.415], [1.121, 1.173, 0.948]],
  "mulliken_charge": [-0.434, -0.208, 0.359, -0.406, -0.088, -0.063, 0.273, 0.240, 0.328]
}